[1]
This record from OMol25 describes the ion C8H13N3 with charge +2 at a distorted geometry. The level of theory is ωB97M-V/def2-TZVPD.

Results
- ΔE to the lowest compared entry with this formula, charge and spin: 109.4 kcal/mol
- E_LUMO (alpha / beta): -10.332 / -10.331 eV
- Kohn-Sham gap (alpha / beta): 5.56 / 5.56 eV
- E_tot: -476.009288 Ha
- Spin multiplicity: 1
- Net charge: +2
- HOMO level (alpha / beta): -15.890 / -15.890 eV

Each line ends with the Mulliken charge.
Positions of all 24 atoms, in Å:
N (-1.273, -0.253, 0.095)  -0.1154
N (0.636, -0.794, -0.761)  -0.4929
N (0.648, 0.596, -0.816)  0.3744
C (-1.052, 2.199, 0.129)  -1.1404
C (2.768, 0.415, 0.586)  -0.2689
C (-2.622, -0.285, 0.725)  -1.1011
C (-0.576, -1.368, -0.325)  1.0087
C (2.447, -0.809, 0.789)  -0.1451
C (-0.806, -2.690, -0.434)  -1.2840
C (-0.669, 0.918, -0.112)  0.5953
C (1.809, 1.343, -0.264)  -0.3893
H (-1.749, -3.139, -0.374)  0.3426
H (1.617, 2.088, 0.457)  0.3496
H (-0.516, 3.132, -0.266)  0.2872
H (0.599, 1.064, -1.772)  0.4849
H (-0.012, -3.322, -0.718)  0.3109
H (3.642, 0.856, 1.001)  0.5110
H (2.352, 1.850, -1.051)  0.5104
H (2.343, -1.873, 1.153)  0.4327
H (-1.991, 2.358, 0.719)  0.3394
H (-2.567, -0.167, 1.772)  0.3612
H (-3.188, 0.402, 0.121)  0.4372
H (1.179, -1.277, -1.395)  0.1904
H (-3.021, -1.242, 0.740)  0.4014

***

[2]
This record from OMol25 describes a structure of composition C8H13N3OS at a distorted geometry. The level of theory is ωB97M-V/def2-TZVPD.

Results
- ΔE to the lowest compared entry with this formula, charge and spin: 64.9 kcal/mol
- E_LUMO: 0.567 eV
- Kohn-Sham gap: 8.96 eV
- E_tot: -950.221387 Ha
- Spin multiplicity: 1
- Net charge: 0
- HOMO level: -8.394 eV

Each line ends with the Mulliken charge.
Positions of all 26 atoms, in Å:
S (-1.009, -1.572, 1.651)  0.7276
O (-0.531, -2.905, 1.263)  -0.5649
N (1.901, -1.265, -1.977)  -0.4430
N (-1.059, -0.636, -0.404)  -0.0334
N (-2.467, -1.659, 2.184)  -0.6063
C (1.912, -0.299, -0.995)  0.9634
C (-0.866, -1.232, -1.511)  -0.4880
C (2.021, 2.077, -0.450)  -0.3814
C (-1.805, 0.572, -0.266)  -0.7602
C (1.696, -0.565, 0.325)  -0.5929
C (1.695, 0.507, 1.229)  -0.1594
C (2.067, 1.019, -1.355)  -0.7189
C (1.842, 1.875, 0.896)  -0.9441
H (-1.120, -0.953, -2.464)  0.3972
H (1.637, -1.634, 0.662)  0.4912
H (1.647, 0.279, 2.329)  0.3009
H (-2.564, 0.511, 0.565)  0.1495
H (1.818, 2.640, 1.711)  0.3504
H (2.074, -1.137, -2.919)  0.1433
H (-2.247, 0.752, -1.229)  0.3389
H (-2.766, -0.624, 2.372)  0.2374
H (-1.090, 1.362, 0.148)  0.2401
H (-0.336, -2.093, -1.304)  0.3601
H (2.285, 1.269, -2.377)  0.3265
H (2.084, 3.040, -0.828)  0.4462
H (2.111, -2.170, -1.690)  0.2197

***

[3]
This record from OMol25 describes the ion C8H13N4 with charge +1 at a distorted geometry. The level of theory is ωB97M-V/def2-TZVPD.

Results
- ΔE to the lowest compared entry with this formula, charge and spin: 121.0 kcal/mol
- E_LUMO: -4.143 eV
- Kohn-Sham gap: 7.42 eV
- E_tot: -531.252287 Ha
- Spin multiplicity: 1
- Net charge: +1
- HOMO level: -11.559 eV

Each line ends with the Mulliken charge.
Positions of all 25 atoms, in Å:
N (0.615, 0.730, -0.020)  0.3637
N (0.855, 2.140, -0.001)  0.2493
N (-1.760, 0.603, 0.055)  0.0541
N (2.139, 2.368, -0.124)  -0.9282
C (2.182, -1.162, 0.122)  -0.3348
C (-2.037, 1.828, 0.679)  -1.1003
C (1.244, -2.143, 0.545)  -0.2892
C (1.874, 0.136, -0.080)  0.1738
C (-2.808, -0.155, -0.611)  -0.9220
C (-0.496, 0.149, -0.140)  0.0096
C (1.272, -3.393, 0.091)  -0.7991
C (2.775, 1.279, -0.251)  -0.4202
H (-3.581, -0.603, -0.066)  0.3244
H (0.518, -4.097, 0.351)  0.2941
H (-1.806, 2.837, 0.122)  0.2862
H (0.387, -1.819, 1.113)  0.6335
H (2.022, -3.769, -0.596)  0.2600
H (3.179, -1.513, -0.172)  0.3636
H (-1.457, 1.921, 1.508)  0.5681
H (0.219, 2.816, -0.143)  0.1758
H (3.843, 1.114, -0.285)  0.4153
H (-0.458, -0.871, -0.603)  0.4908
H (-3.148, 1.993, 0.821)  0.3718
H (-3.240, 0.608, -1.150)  0.4330
H (-2.330, -0.997, -1.166)  0.3264

***

[4]
This record from OMol25 describes a structure of composition C8H13N4O5W. The level of theory is ωB97M-V/def2-TZVPD.

Results
- ΔE to the lowest compared entry with this formula, charge and spin: 0.0 kcal/mol
- E_LUMO: -12.934 eV
- Kohn-Sham gap: 8.11 eV
- E_tot: -973.753523 Ha
- Spin multiplicity: 1
- Net charge: +3
- HOMO level: -21.048 eV

Each line ends with the Mulliken charge.
Positions of all 31 atoms, in Å:
W (-0.252, -0.373, 0.539)  1.4352
O (-1.227, -3.532, 3.152)  0.0737
O (-0.638, -1.986, 0.587)  -0.6523
O (1.611, 0.005, 1.102)  -0.4589
O (-2.142, 1.353, 3.778)  -0.4543
O (-1.464, -0.498, -2.249)  -0.3165
N (1.566, -0.449, -0.181)  0.1678
N (-0.245, -0.361, -1.688)  -0.0193
N (-1.006, -0.120, 2.420)  -0.0533
N (-1.629, 1.294, 0.273)  -0.7189
C (2.013, -0.122, -1.343)  0.5429
C (-1.099, -1.002, 3.579)  -0.1682
C (3.276, 0.531, -1.698)  -1.2237
C (-1.610, 2.089, 1.562)  -0.4952
C (0.885, -0.438, -2.318)  0.7075
C (-1.635, 1.125, 2.728)  0.5250
C (1.116, -0.704, -3.752)  -1.2570
C (-1.167, -2.433, 3.285)  0.2081
H (-2.449, 2.781, 1.614)  0.4445
H (3.737, 1.006, -0.833)  0.4176
H (3.120, 1.246, -2.508)  0.3928
H (0.217, -0.958, -4.311)  0.4458
H (-0.272, -0.892, 4.298)  0.4016
H (-1.401, -0.756, -3.190)  0.3912
H (-0.682, 2.667, 1.595)  0.3096
H (-1.388, 1.921, -0.501)  0.3739
H (1.825, -1.532, -3.851)  0.3643
H (3.973, -0.230, -2.078)  0.3793
H (-2.585, 0.985, 0.065)  0.3781
H (-2.023, -0.788, 4.146)  0.5051
H (1.576, 0.171, -4.223)  0.3537

***

[5]
This record from OMol25 describes a structure of composition C8H13NO at a distorted geometry. The level of theory is ωB97M-V/def2-TZVPD.

Results
- ΔE to the lowest compared entry with this formula, charge and spin: 86.5 kcal/mol
- E_LUMO: 0.730 eV
- Kohn-Sham gap: 10.18 eV
- E_tot: -442.491399 Ha
- Spin multiplicity: 1
- Net charge: 0
- HOMO level: -9.454 eV

Each line ends with the Mulliken charge.
Positions of all 23 atoms, in Å:
O (2.995, 0.805, 0.812)  -0.6777
N (2.112, -1.200, 1.152)  -0.7284
C (0.851, -0.181, -0.857)  0.4953
C (-1.215, -1.423, 0.179)  -0.6095
C (-2.153, -0.219, 0.340)  -0.7672
C (-0.187, -1.311, -0.947)  -1.0318
C (-0.447, 1.634, 0.436)  -0.3717
C (1.805, -0.394, 0.270)  0.2068
C (0.240, 1.238, -0.847)  -1.0426
C (-1.505, 0.997, 0.951)  -0.2818
H (-1.947, 1.393, 1.870)  0.3780
H (-0.706, -1.619, 1.134)  0.3701
H (-3.009, -0.518, 0.959)  0.3605
H (-1.830, -2.311, -0.032)  0.3363
H (1.012, 1.980, -1.094)  0.5163
H (1.470, -0.249, -1.768)  0.2808
H (-0.055, 2.509, 0.960)  0.3389
H (0.352, -2.265, -1.025)  0.3541
H (-0.721, -1.166, -1.900)  0.4245
H (-2.568, 0.044, -0.650)  0.2821
H (2.949, 1.408, 0.061)  0.2645
H (-0.481, 1.267, -1.680)  0.4100
H (3.040, -0.419, 1.676)  0.4925

***

[6]
This record from OMol25 describes a structure of composition C8H13NO8P2Ti at a distorted geometry. The level of theory is ωB97M-V/def2-TZVPD.

Results
- ΔE to the lowest compared entry with this formula, charge and spin: 0.0 kcal/mol
- E_LUMO: -9.094 eV
- Kohn-Sham gap: 8.20 eV
- E_tot: -2501.288524 Ha
- Spin multiplicity: 1
- Net charge: +2
- HOMO level: -17.291 eV

Each line ends with the Mulliken charge.
Positions of all 33 atoms, in Å:
Ti (0.208, 0.860, -0.046)  0.8831
P (2.231, 2.453, 1.081)  0.9011
P (0.312, 3.187, -0.848)  0.9103
O (-0.340, 0.478, 1.780)  -0.2772
O (1.465, 2.502, 2.321)  -0.6297
O (0.520, 1.931, -1.692)  -0.2982
O (1.962, 1.026, 0.340)  -0.3293
O (3.734, 2.732, 1.207)  -0.4532
O (-0.119, 4.421, -1.620)  -0.4770
O (-0.647, 2.576, 0.214)  -0.3435
O (1.683, 3.499, -0.074)  -0.2150
N (-0.181, -0.915, -0.903)  0.2036
C (-0.617, -3.117, -2.450)  -0.2550
C (0.481, -2.303, -2.718)  -0.8328
C (-0.266, -0.933, 2.301)  -0.3411
C (-1.252, -1.709, -0.619)  0.8079
C (0.688, -1.221, -1.910)  -0.1869
C (-1.552, -1.641, 1.938)  -0.6750
C (-2.125, -1.327, 0.543)  -1.0635
C (-1.470, -2.826, -1.395)  -0.7189
H (4.327, 2.789, 0.439)  0.3734
H (-2.391, -0.267, 0.485)  0.3084
H (-0.126, -0.832, 3.372)  0.4975
H (1.169, -2.512, -3.525)  0.4527
H (-2.321, -1.403, 2.670)  0.4203
H (-0.080, 5.327, -1.259)  0.4027
H (0.110, 1.162, 2.345)  0.4252
H (-1.351, -2.711, 2.029)  0.3702
H (1.529, -0.557, -2.065)  0.4426
H (0.626, -1.384, 1.871)  0.2657
H (-3.076, -1.844, 0.432)  0.5139
H (-0.810, -3.985, -3.069)  0.4613
H (-2.321, -3.456, -1.176)  0.4565